Entry 1:
A cluster of 5 separate species, C40H104IN12O11P5 in total at a distorted geometry. Source: the OMol25 dataset; level of theory: wB97M-V/def2-TZVPD.

Cartesian coordinates (Å):
C: 2.558 2.974 -0.810
O: 3.948 2.625 -1.143
C: 4.170 2.612 -2.613
C: 3.923 1.085 -3.249
C: 5.244 0.120 -3.157
C: 4.960 -1.404 -2.625
C: 4.174 -2.377 -3.686
C: 2.692 -2.893 -3.107
O: 1.875 -1.679 -2.976
P: 0.168 -2.012 -2.965
O: -0.240 -3.478 -3.391
O: -0.559 -1.716 -1.401
C: 0.133 -2.449 -0.327
C: 0.742 -1.273 0.695
C: 2.255 -0.951 0.154
C: 3.252 -0.248 1.248
O: 2.846 -0.399 2.654
C: 3.493 -1.564 3.289
C: 3.800 -3.003 2.511
O: 3.855 -1.485 4.589
O: -0.541 -0.940 -4.191
C: -1.353 0.109 -3.553
C: -0.484 1.281 -2.788
C: -1.561 2.311 -2.029
I: 0.589 2.456 -4.312
H: 2.131 3.897 -1.418
H: 2.492 3.300 0.334
H: 1.905 1.995 -0.961
H: 5.267 2.977 -2.816
H: 3.351 3.312 -3.127
H: 3.638 1.214 -4.401
H: 2.967 0.677 -2.711
H: 5.747 0.056 -4.231
H: 6.033 0.595 -2.397
H: 4.365 -1.387 -1.618
H: 6.007 -1.923 -2.383
H: 4.856 -3.292 -4.019
H: 3.909 -1.766 -4.670
H: 2.886 -3.321 -2.035
H: 2.311 -3.672 -3.892
H: -0.643 -3.075 0.304
H: 0.954 -3.198 -0.695
H: 0.665 -1.568 1.825
H: 0.094 -0.296 0.483
H: 2.738 -1.967 -0.194
H: 2.158 -0.267 -0.798
H: 3.340 0.914 1.002
H: 4.343 -0.685 1.037
H: 4.780 -2.885 1.870
H: 2.942 -3.318 1.777
H: 3.924 -3.818 3.341
H: -2.210 -0.303 -2.846
H: -1.929 0.663 -4.440
H: 0.224 0.871 -1.937
H: -2.038 1.803 -1.075
H: -2.415 2.680 -2.739
H: -0.999 3.288 -1.642
C: -1.914 6.945 2.377
N: -1.130 6.269 1.367
C: -0.917 4.877 1.775
P: 0.050 6.872 0.291
O: -0.528 6.007 -0.856
N: -0.470 8.332 -0.469
C: -1.810 8.876 -0.274
C: -0.191 8.383 -1.915
N: 0.714 7.865 1.610
C: 1.624 7.166 2.507
C: 0.392 9.202 2.059
H: -1.357 7.097 3.306
H: -2.810 6.361 2.627
H: -2.310 7.904 2.051
H: -0.139 4.807 2.545
H: -0.607 4.254 0.929
H: -1.831 4.418 2.162
H: -2.588 8.121 -0.412
H: -2.016 9.705 -0.964
H: -1.912 9.332 0.710
H: -0.953 7.842 -2.491
H: 0.784 7.944 -2.144
H: -0.169 9.418 -2.275
H: 1.107 6.828 3.410
H: 2.472 7.793 2.800
H: 2.049 6.285 2.013
H: -0.591 9.266 2.525
H: 0.451 9.938 1.242
H: 1.103 9.562 2.815
C: -1.574 -8.283 -3.083
N: -1.087 -7.598 -4.261
C: -0.296 -6.434 -3.849
P: -1.754 -7.473 -5.826
O: -0.356 -7.673 -6.460
N: -2.302 -9.003 -6.409
C: -2.084 -10.241 -5.666
C: -1.935 -9.273 -7.810
N: -3.362 -7.243 -5.098
C: -3.652 -5.882 -4.666
C: -4.381 -8.191 -4.703
H: -2.336 -7.707 -2.551
H: -0.754 -8.468 -2.376
H: -1.970 -9.274 -3.289
H: -0.945 -5.608 -3.535
H: 0.337 -6.070 -4.666
H: 0.386 -6.671 -3.028
H: -1.049 -10.349 -5.334
H: -2.343 -11.124 -6.264
H: -2.753 -10.309 -4.808
H: -0.904 -9.638 -7.893
H: -2.027 -8.371 -8.422
H: -2.597 -10.028 -8.251
H: -3.467 -5.761 -3.594
H: -4.686 -5.596 -4.881
H: -3.017 -5.166 -5.200
H: -4.090 -8.787 -3.839
H: -4.660 -8.865 -5.528
H: -5.316 -7.692 -4.418
C: -4.907 11.154 5.439
N: -4.733 9.797 4.969
C: -5.307 9.676 3.624
P: -4.652 8.326 5.830
O: -3.495 7.838 4.924
N: -3.607 8.448 7.199
C: -2.818 9.646 7.471
C: -2.707 7.294 7.366
N: -5.982 8.888 6.871
C: -7.316 8.702 6.316
C: -5.981 9.648 8.101
H: -5.954 11.391 5.651
H: -4.557 11.873 4.686
H: -4.314 11.389 6.319
H: -6.401 9.610 3.668
H: -4.938 8.782 3.110
H: -5.035 10.520 2.985
H: -2.273 9.992 6.589
H: -2.091 9.479 8.276
H: -3.443 10.451 7.855
H: -1.825 7.374 6.717
H: -3.220 6.357 7.129
H: -2.358 7.215 8.402
H: -7.680 9.621 5.847
H: -8.036 8.386 7.078
H: -7.309 7.915 5.554
H: -5.675 10.684 7.958
H: -5.343 9.188 8.871
H: -6.980 9.694 8.555
C: 2.518 -9.828 1.170
N: 3.819 -9.211 1.022
C: 4.692 -9.662 2.111
P: 4.265 -7.712 0.341
O: 5.488 -8.366 -0.347
N: 3.482 -7.443 -1.174
C: 2.648 -8.459 -1.809
C: 4.372 -6.904 -2.217
N: 2.859 -6.960 1.133
C: 3.062 -6.595 2.528
C: 1.491 -6.789 0.696
H: 1.969 -9.440 2.033
H: 2.616 -10.913 1.308
H: 1.888 -9.732 0.289
H: 4.457 -9.137 3.045
H: 5.747 -9.479 1.880
H: 4.608 -10.737 2.286
H: 3.137 -9.435 -1.843
H: 2.378 -8.178 -2.836
H: 1.684 -8.548 -1.308
H: 4.963 -7.698 -2.691
H: 5.065 -6.166 -1.801
H: 3.797 -6.397 -3.001
H: 2.664 -7.363 3.199
H: 2.594 -5.637 2.773
H: 4.130 -6.481 2.744
H: 0.942 -7.730 0.648
H: 1.428 -6.286 -0.281
H: 0.919 -6.148 1.380

The structure (SMILES) is COCCCCCCO[P@@](=O)(OCCCCOC(C)=O)OC[C@H](C)I.CN(C)P(=O)(N(C)C)N(C)C.CN(C)P(=O)(N(C)C)N(C)C.CN(C)P(=O)(N(C)C)N(C)C.CN(C)P(=O)(N(C)C)N(C)C. The calculation puts the LUMO energy at -1.50 eV. For the HOMO energy, the calculation gives -0.2768 hartree. The spin multiplicity is 1. Its charge is 0. The calculation puts the orbital gap at 6.03 eV. The value obtained for the total energy is -138093.566 eV.

Mulliken population analysis, charges in e, atoms 1 to 5: -0.206 -0.354 -0.612 0.708 -0.916


Entry 2:
A cluster of 12 separate species, C40H104O36P8 in total at a distorted geometry. Source: the OMol25 dataset; level of theory: wB97M-V/def2-TZVPD.

Cartesian coordinates (Å):
C: -29.788 -27.919 -10.322
O: -28.522 -28.136 -9.778
P: -27.491 -29.223 -10.486
O: -26.220 -29.284 -9.688
O: -28.448 -30.557 -10.794
C: -28.105 -31.867 -10.532
O: -27.277 -28.604 -11.965
C: -26.179 -27.741 -12.172
H: -30.529 -28.384 -9.672
H: -29.878 -28.132 -11.387
H: -29.934 -26.843 -10.224
H: -27.047 -31.881 -10.794
H: -28.563 -32.582 -11.215
H: -28.278 -32.200 -9.509
H: -25.199 -28.211 -12.081
H: -26.235 -26.872 -11.517
H: -26.330 -27.249 -13.133
C: -26.309 -31.521 1.526
O: -26.241 -31.330 0.156
P: -24.795 -31.515 -0.575
O: -23.698 -32.025 0.342
O: -24.510 -30.132 -1.364
C: -25.510 -29.429 -2.038
O: -25.145 -32.468 -1.887
C: -25.953 -33.631 -1.857
H: -25.631 -32.268 1.940
H: -27.328 -31.760 1.831
H: -25.847 -30.656 2.002
H: -26.546 -29.763 -1.977
H: -25.328 -29.324 -3.107
H: -25.298 -28.389 -1.791
H: -26.719 -33.395 -2.595
H: -26.570 -33.896 -0.998
H: -25.604 -34.597 -2.222
C: -13.970 -14.176 -4.701
O: -14.698 -13.946 -3.502
P: -16.308 -14.222 -3.688
O: -17.113 -13.914 -2.538
O: -16.432 -15.814 -4.116
C: -17.653 -16.499 -3.990
O: -16.633 -13.310 -4.949
C: -17.947 -13.130 -5.547
H: -14.328 -13.584 -5.544
H: -13.909 -15.200 -5.069
H: -12.935 -13.836 -4.664
H: -18.463 -15.771 -3.936
H: -17.725 -17.416 -3.404
H: -17.884 -16.940 -4.960
H: -18.107 -12.109 -5.892
H: -18.803 -13.468 -4.964
H: -18.075 -13.737 -6.443
C: -12.869 -32.722 -2.010
O: -13.930 -33.580 -1.737
P: -14.877 -34.008 -3.048
O: -14.099 -34.594 -4.157
O: -16.005 -35.070 -2.426
C: -17.349 -35.191 -2.953
O: -15.734 -32.651 -3.251
C: -16.374 -31.991 -2.167
H: -11.997 -33.331 -1.770
H: -12.754 -31.796 -1.448
H: -12.870 -32.338 -3.030
H: -17.245 -36.171 -3.419
H: -17.655 -34.482 -3.723
H: -18.047 -35.298 -2.123
H: -16.259 -30.912 -2.266
H: -16.018 -32.480 -1.260
H: -17.457 -32.029 -2.051
C: -29.780 -17.316 -7.666
O: -29.670 -18.560 -7.027
P: -29.232 -19.836 -7.885
O: -30.014 -20.149 -9.149
O: -27.639 -19.574 -8.063
C: -26.914 -20.356 -8.937
O: -29.355 -20.956 -6.710
C: -28.583 -21.102 -5.525
H: -30.776 -17.153 -8.078
H: -29.127 -17.248 -8.537
H: -29.315 -16.521 -7.084
H: -26.014 -19.792 -9.181
H: -27.450 -20.527 -9.871
H: -26.719 -21.240 -8.330
H: -29.148 -21.555 -4.711
H: -28.050 -20.194 -5.243
H: -27.689 -21.692 -5.725
C: -20.947 -35.119 -11.749
O: -20.781 -36.482 -12.304
P: -21.110 -37.765 -11.413
O: -22.544 -37.822 -11.014
O: -20.434 -38.890 -12.232
C: -20.246 -38.778 -13.662
O: -20.124 -37.665 -10.150
C: -18.670 -37.765 -10.126
H: -20.083 -34.466 -11.871
H: -21.271 -35.308 -10.726
H: -21.793 -34.718 -12.307
H: -20.945 -39.558 -13.963
H: -19.235 -39.041 -13.972
H: -20.577 -37.875 -14.175
H: -18.358 -38.513 -9.397
H: -18.263 -36.808 -9.798
H: -18.022 -37.947 -10.983
C: -23.465 -18.531 1.678
O: -22.508 -19.527 2.131
P: -22.901 -21.107 1.913
O: -23.458 -21.478 0.592
O: -21.513 -21.887 2.253
C: -21.098 -23.066 1.628
O: -23.830 -21.477 3.219
C: -24.108 -22.920 3.502
H: -22.984 -17.712 1.143
H: -23.953 -18.164 2.581
H: -24.231 -18.941 1.020
H: -20.453 -23.645 2.289
H: -20.631 -22.860 0.665
H: -21.966 -23.684 1.397
H: -23.255 -23.484 3.125
H: -25.122 -23.311 3.420
H: -23.849 -22.923 4.561
C: -8.818 -17.641 0.097
O: -7.938 -18.657 -0.236
P: -7.623 -18.910 -1.831
O: -6.802 -20.142 -2.080
O: -9.061 -18.957 -2.557
C: -9.995 -19.857 -2.085
O: -6.999 -17.522 -2.350
C: -6.405 -17.303 -3.669
H: -9.762 -18.136 0.324
H: -9.052 -16.877 -0.644
H: -8.455 -17.049 0.937
H: -9.468 -20.782 -1.847
H: -10.659 -20.097 -2.915
H: -10.562 -19.514 -1.220
H: -6.982 -17.127 -4.577
H: -5.726 -18.118 -3.920
H: -5.857 -16.364 -3.747
C: -21.820 -22.802 -18.173
C: -20.584 -23.613 -17.770
C: -20.675 -24.900 -18.464
O: -21.605 -24.555 -19.507
C: -21.951 -23.187 -19.675
H: -21.694 -21.720 -18.146
H: -22.827 -22.867 -17.760
H: -20.341 -23.630 -16.708
H: -19.639 -23.220 -18.144
H: -21.042 -25.722 -17.849
H: -19.743 -25.178 -18.957
H: -22.835 -22.856 -20.219
H: -21.255 -22.672 -20.337
C: -13.497 -31.968 -11.287
C: -14.532 -31.430 -12.203
C: -14.831 -30.144 -11.568
O: -15.027 -30.554 -10.184
C: -14.283 -31.720 -10.019
H: -12.616 -31.337 -11.400
H: -13.183 -32.909 -11.739
H: -15.466 -31.974 -12.348
H: -14.111 -31.370 -13.207
H: -15.712 -29.636 -11.960
H: -14.021 -29.414 -11.563
H: -15.060 -32.455 -9.806
H: -13.488 -31.611 -9.281
C: -17.483 -24.786 -7.545
C: -18.813 -25.309 -7.111
C: -19.398 -25.512 -8.523
O: -19.085 -24.376 -9.268
C: -17.970 -23.827 -8.639
H: -16.837 -25.554 -7.971
H: -16.994 -24.434 -6.636
H: -19.269 -24.618 -6.401
H: -18.802 -26.304 -6.667
H: -20.459 -25.642 -8.311
H: -19.098 -26.468 -8.953
H: -18.278 -22.845 -8.281
H: -17.129 -23.624 -9.302
C: -16.043 -14.658 -12.204
C: -15.157 -15.313 -11.207
C: -13.765 -14.931 -11.663
O: -14.046 -13.561 -12.029
C: -15.336 -13.322 -12.466
H: -17.103 -14.516 -11.991
H: -16.036 -15.191 -13.154
H: -15.195 -16.402 -11.227
H: -15.271 -15.105 -10.143
H: -13.219 -15.490 -12.423
H: -13.023 -14.907 -10.865
H: -15.071 -13.184 -13.514
H: -15.834 -12.393 -12.186

The structure (SMILES) is COP(=O)(OC)OC.COP(=O)(OC)OC.COP(=O)(OC)OC.COP(=O)(OC)OC.COP(=O)(OC)OC.COP(=O)(OC)OC.COP(=O)(OC)OC.COP(=O)(OC)OC.C1CCOC1.C1CCOC1.C1CCOC1.C1CCOC1. The calculation puts the LUMO energy at 0.26 eV. For the HOMO energy, the calculation gives -0.3450 hartree. The spin multiplicity is 1. Its charge is 0. The calculation puts the orbital gap at 9.65 eV. The value obtained for the total energy is -191192.666 eV.

Mulliken population analysis, charges in e, atoms 1 to 5: -0.645 -0.318 0.950 -0.651 -0.303